Below is a cluster of 3 separate species, C24H32F2N3O3 in total at a distorted geometry, with properties calculated with wB97M-V/def2-TZVPD.

For the HOMO-LUMO gap, the calculation gives 6.9616 eV. The calculation puts the LUMO energy at -4.10 eV. The value obtained for the highest occupied orbital energy is -0.407 Eh. Its molecular weight is 448.534 g/mol. As for the net charge: +1.

Each atom is followed by the atoms it is bonded to, with distances in Å.
Atoms and positions in Å:
1 F -0.08 3.44 2.12  C24 1.351
2 F -3.29 0.63 1.12  C26 1.354
3 O 3.20 -2.24 -0.92  O5 1.396, C16 1.438
4 O 3.77 -1.96 -4.04  C23 1.441, C29 1.413
5 O 4.46 -1.68 -1.12  O3 1.396, H56 0.974
6 N 0.23 -2.83 -1.65  N7 1.320, C11 1.499, C14 1.312
7 N -0.73 -3.59 -2.14  N6 1.320, C13 1.302
8 N 0.35 -3.49 -5.68  C21 1.414, H39 1.022, H61 1.023
9 C 1.39 -2.40 -3.71  C14 1.420, C21 1.408, C29 1.512
10 C -4.72 1.15 4.41  C18 1.389, C30 1.388, H59 1.082
11 C 0.07 -2.60 -0.18  N6 1.499, C31 1.553, H35 1.095, H43 1.103
12 C -3.36 2.57 2.44  C15 1.387, C26 1.379, H62 1.083
13 C -0.59 -3.75 -3.43  N7 1.302, C21 1.418, H46 1.099
14 C 1.22 -2.26 -2.31  N6 1.312, C9 1.420, C16 1.538
15 C -3.75 3.21 3.62  C12 1.387, C18 1.389, H57 1.083
16 C 2.27 -1.39 -1.60  O3 1.438, C14 1.538, H38 1.095, H60 1.105
17 C 0.35 2.81 5.65  C19 1.389, C22 1.388, H41 1.082
18 C -4.42 2.49 4.60  C10 1.389, C15 1.389, H54 1.083
19 C 1.74 2.77 5.74  C17 1.389, C28 1.389, H51 1.083
20 C -1.87 0.45 -2.18  C25 1.567, H47 1.108, H55 1.103, H64 1.098
21 C 0.39 -3.21 -4.30  N8 1.414, C9 1.408, C13 1.418
22 C -0.27 3.04 4.43  C17 1.388, C24 1.381, H37 1.082
23 C 4.55 -0.80 -4.39  O4 1.441, H40 1.096, H50 1.108, H52 1.108
24 C 0.51 3.22 3.31  F1 1.351, C22 1.381, C27 1.381
25 C -0.55 0.63 -1.35  C20 1.567, C32 1.552, H42 1.106, H45 1.105
26 C -3.67 1.24 2.27  F2 1.354, C12 1.379, C30 1.381
27 C 1.89 3.18 3.37  C24 1.381, C28 1.388, H53 1.083
28 C 2.51 2.96 4.60  C19 1.389, C27 1.388, H34 1.082
29 C 2.47 -1.75 -4.55  O4 1.413, C9 1.512, H33 1.116, H63 1.108
30 C -4.34 0.52 3.23  C10 1.388, C26 1.381, H58 1.083
31 C -1.04 -1.53 0.04  C11 1.553, C32 1.552, H48 1.107, H49 1.105
32 C -0.57 -0.05 0.04  C25 1.552, C31 1.552, H36 1.114, H44 1.105
33 H 2.25 -0.66 -4.55  C29 1.116
34 H 3.59 2.94 4.66  C28 1.082
35 H 1.02 -2.43 0.34  C11 1.095
36 H -1.32 0.51 0.65  C32 1.114
37 H -1.34 3.08 4.35  C22 1.082
38 H 2.78 -0.70 -2.29  C16 1.095
39 H -0.15 -4.38 -5.78  N8 1.022
40 H 5.63 -1.02 -4.33  C23 1.096
41 H -0.25 2.66 6.54  C17 1.082
42 H -0.43 1.71 -1.17  C25 1.106
43 H -0.33 -3.53 0.25  C11 1.103
44 H 0.38 0.02 0.60  C32 1.105
45 H 0.30 0.34 -2.00  C25 1.105
46 H -1.34 -4.41 -3.89  C13 1.099
47 H -1.62 -0.16 -3.08  C20 1.108
48 H -1.47 -1.73 1.04  C31 1.107
49 H -1.87 -1.73 -0.65  C31 1.105
50 H 4.30 -0.53 -5.44  C23 1.108
51 H 2.22 2.60 6.69  C19 1.083
52 H 4.29 0.06 -3.75  C23 1.108
53 H 2.48 3.33 2.47  C27 1.083
54 H -4.72 2.99 5.52  C18 1.083
55 H -2.14 1.44 -2.59  C20 1.103
56 H 4.51 -0.97 -0.46  O5 0.974
57 H -3.52 4.25 3.76  C15 1.083
58 H -4.57 -0.53 3.06  C30 1.083
59 H -5.24 0.59 5.18  C10 1.082
60 H 1.80 -0.77 -0.82  C16 1.105
61 H -0.24 -2.80 -6.15  N8 1.023
62 H -2.83 3.11 1.67  C12 1.083
63 H 2.41 -2.05 -5.61  C29 1.108
64 H -2.71 0.01 -1.62  C20 1.098

Löwdin atomic charges, in units of e:
1. F 0.043
2. F 0.030
3. O -0.120
4. O -0.173
5. O -0.002
6. N -0.032
7. N 0.179
8. N 0.114
9. C -0.001
10. C -0.072
11. C -0.070
12. C -0.027
13. C -0.020
14. C -0.059
15. C -0.099
16. C -0.103
17. C -0.071
18. C -0.085
19. C -0.091
20. C -0.088
21. C -0.190
22. C -0.009
23. C -0.074
24. C -0.283
25. C -0.233
26. C -0.275
27. C -0.025
28. C -0.082
29. C -0.176
30. C -0.014
31. C -0.159
32. C -0.200
33. H 0.143
34. H 0.106
35. H 0.129
36. H 0.094
37. H 0.088
38. H 0.120
39. H 0.102
40. H 0.104
41. H 0.109
42. H 0.108
43. H 0.137
44. H 0.110
45. H 0.077
46. H 0.141
47. H 0.060
48. H 0.123
49. H 0.106
50. H 0.098
51. H 0.104
52. H 0.093
53. H 0.113
54. H 0.107
55. H 0.077
56. H 0.121
57. H 0.115
58. H 0.117
59. H 0.109
60. H 0.109
61. H 0.124
62. H 0.118
63. H 0.140
64. H 0.068